Entry from OMol25: C2H2N4O2 in the gas phase at a distorted geometry (the ωB97M-V functional and the def2-TZVPD basis).

Atoms and positions in Å:
C1 1.206 -0.483 -0.083
C2 -1.036 1.047 0.039
H1 3.071 -0.082 -0.073
H2 1.247 -1.569 -0.020
N1 2.103 0.417 -0.133
N2 -0.251 -0.197 0.179
N3 -1.193 -1.247 0.243
N4 -2.277 -0.767 -0.096
O1 -2.303 0.717 -0.240
O2 -0.567 2.165 0.185

Computed properties:
Energy above the lowest of the compared OMol25 structures with the same formula, charge and spin ... 4.456 eV
HOMO ... -10.69 eV
Net charge ... 0
Lowest unoccupied orbital energy ... -0.1 eV
Electronic energy ... -12158.2910 eV
SMILES ... [H]/N=C/n1nnoc1=O

Charges per atom according to Löwdin partitioning, unit e: number 1, C, carries -0.187; number 2, C, carries -0.479; number 3, H, carries 0.105; number 4, H, carries 0.111; number 5, N, carries 0.106; number 6, N, carries 0.000; number 7, N, carries 0.073; number 8, N, carries 0.076; number 9, O, carries 0.083; number 10, O, carries 0.112